P | C20H30N4O3 | ωB97M-V/def2-TZVPD

CARTESIAN COORDINATES (ANGSTROEM)
C -0.268 0.018 7.074
C 0.397 1.364 6.824
C 1.681 1.207 6.007
N 1.443 0.549 4.734
C 2.653 -0.021 4.172
C 2.308 -0.817 2.916
N 1.702 0.072 1.947
C 1.579 -0.467 0.612
C 0.724 -1.739 0.460
C 0.511 -2.102 -1.008
N -0.421 -1.195 -1.637
C -1.488 -1.599 -2.340
O -1.774 -2.754 -2.576
C -2.331 -0.416 -2.847
N -1.629 0.355 -3.857
C -0.840 1.377 -3.462
O -0.615 1.619 -2.286
C -0.209 2.182 -4.584
O -0.976 2.239 -5.764
C -1.470 1.026 -6.163
C -1.695 0.794 -7.511
C -2.189 -0.431 -7.925
C -2.434 -1.430 -6.999
C -2.231 -1.201 -5.649
C -1.775 0.039 -5.221
C 0.487 0.634 2.496
C 0.834 1.428 3.753
H -1.205 0.145 7.612
H 0.384 -0.625 7.662
H -0.467 -0.473 6.126
H -0.299 2.025 6.305
H 0.652 1.838 7.774
H 2.373 0.580 6.577
H 2.157 2.195 5.870
H 3.104 -0.688 4.910
H 3.386 0.762 3.907
H 3.220 -1.240 2.488
H 1.633 -1.642 3.203
H 2.592 -0.679 0.253
H 1.166 0.333 -0.010
H -0.249 -1.591 0.931
H 1.221 -2.572 0.959
H 0.086 -3.104 -1.105
H 1.470 -2.076 -1.540
H -0.282 -0.201 -1.495
H -2.540 0.256 -2.009
H -3.268 -0.787 -3.265
H -0.068 3.211 -4.247
H 0.783 1.745 -4.794
H -1.478 1.582 -8.213
H -2.365 -0.608 -8.975
H -2.791 -2.395 -7.323
H -2.415 -1.988 -4.936
H 0.039 1.299 1.755
H -0.247 -0.143 2.770
H -0.079 1.853 4.171
H 1.515 2.253 3.479

Highest occupied orbital energy: -8.43 eV
Molar mass: 374.49 g mol⁻¹
Net charge: 0
Frontier orbital gap: 0.3357 hartree

---

Q | C20H30N4O3 | ωB97M-V/def2-TZVPD

CARTESIAN COORDINATES (ANGSTROEM)
C 0.825 -1.863 7.718
C -0.465 -2.298 6.834
O -0.941 -3.458 7.011
O -1.044 -1.423 5.844
C -0.366 -1.639 4.576
C -1.234 -1.054 3.341
C -1.177 -2.056 2.085
C -1.226 -1.285 0.643
C -0.472 -2.299 -0.399
C -1.130 -2.137 -1.886
C -0.303 -0.991 -2.628
C 1.103 -1.422 -3.203
C 2.054 -0.407 -3.914
C 3.511 -0.835 -4.470
N 4.493 -0.472 -3.391
C 1.508 1.078 -4.025
C 0.092 1.405 -3.450
C -0.357 2.949 -3.602
C -0.358 3.834 -2.337
C -0.801 5.339 -2.267
C -1.271 5.862 -3.686
C -1.179 4.838 -4.841
N -0.777 3.476 -4.856
N -0.758 0.399 -2.786
C -2.099 0.842 -2.280
N -2.012 1.488 -0.922
H 0.679 -0.825 8.189
H 1.025 -2.606 8.569
H 1.725 -1.831 6.998
H -0.224 -2.777 4.452
H 0.655 -1.123 4.627
H -0.849 -0.016 3.047
H -2.343 -0.976 3.653
H -0.153 -2.602 2.088
H -2.043 -2.813 2.046
H -0.722 -0.259 0.679
H -2.303 -1.161 0.256
H 0.618 -1.947 -0.463
H -0.489 -3.388 -0.034
H -0.952 -3.152 -2.418
H -2.261 -1.988 -1.869
H 1.442 -2.520 -3.076
H 3.595 -1.949 -4.707
H 3.716 -0.147 -5.366
H 4.385 0.511 -3.097
H 4.318 -1.025 -2.531
H 2.180 1.865 -4.527
H -0.027 3.340 -1.349
H -0.803 5.973 -1.322
H -1.638 6.942 -3.824
H -1.493 5.258 -5.874
H -2.605 1.615 -2.982
H -2.854 -0.013 -2.177
H -1.043 1.497 -0.582
H -2.438 2.424 -0.940
O 3.021 -1.904 9.491
H 2.262 -2.276 9.932

Highest occupied orbital energy: -4.08 eV
Molar mass: 374.49 g mol⁻¹
Net charge: 0
Frontier orbital gap: 0.0403 hartree

---

Most stable structure among those shown: P. Next: +1588.1 kJ/mol.